Computed, not measured: a structure of composition C24H24CoIN3 at a distorted geometry, with ωB97M-V with the def2-TZVPD basis set.

Last column: Löwdin charge in e.
Positions of all 53 atoms, in Å:
C1 2.4690 -0.2719 -3.3666  -0.258
C2 0.9148 -0.2625 -3.2364  -0.267
H1 2.9284 0.7138 -3.2768  0.067
H2 2.6824 -0.6057 -4.3914  0.078
H3 2.9826 -1.0195 -2.7397  -0.080
H4 0.5083 0.7018 -2.8049  0.054
H5 0.5374 -0.0940 -4.2510  0.105
H6 0.4483 -1.2162 -2.9542  0.103
C3 2.1093 2.4964 0.1921  -0.147
C4 2.0357 3.3956 1.2537  -0.039
C5 0.7873 3.7968 1.7232  -0.041
C6 -0.3474 3.2775 1.1110  0.002
H7 3.0661 2.1817 -0.2278  0.030
H8 2.9636 3.7559 1.6827  0.112
H9 0.6987 4.5060 2.5406  0.114
H10 -1.3460 3.5800 1.4112  0.105
N1 1.0163 1.9053 -0.3308  0.034
C7 -0.2215 2.3356 0.0801  -0.173
C8 -1.3830 1.7684 -0.6076  -0.197
N2 -1.1000 0.8930 -1.5930  0.054
C9 -2.0535 0.3978 -2.3823  -0.114
C10 -3.7403 1.4768 -1.0587  -0.033
C11 -3.4001 0.6579 -2.1334  -0.041
H11 -1.7354 -0.2452 -3.2062  0.115
H12 -4.1419 0.1869 -2.7704  0.111
C12 -2.7245 2.0585 -0.3016  0.014
H13 -2.9326 2.7266 0.5266  0.106
H14 -4.7827 1.6712 -0.8156  0.116
Co1 1.2165 0.1900 -1.4067  0.386
I1 3.5987 -0.5549 -0.4300  0.620
C13 3.1832 -2.5397 2.7976  -0.120
C14 2.8245 -1.1992 2.9384  -0.141
C15 1.8347 -0.6525 2.1349  -0.163
C16 1.2343 -1.4479 1.1257  -0.495
C17 1.5770 -2.8171 1.0205  -0.086
C18 2.5479 -3.3481 1.8494  -0.115
N3 0.3626 -0.8872 0.2058  -0.067
C19 -0.9519 -1.1543 0.5215  -0.328
C20 -1.7672 -1.9286 -0.3338  -0.056
C21 -3.0801 -2.2092 0.0243  -0.110
C22 -3.5914 -1.7547 1.2442  -0.121
C23 -2.7908 -0.9935 2.1029  -0.101
C24 -1.4774 -0.7063 1.7564  -0.030
H15 3.9666 -2.9580 3.4329  0.096
H16 3.3238 -0.5575 3.6642  0.099
H17 1.5303 0.3907 2.2098  0.093
H18 1.0795 -3.4051 0.2469  0.113
H19 2.8116 -4.4011 1.7531  0.099
H20 -1.3288 -2.2931 -1.2651  0.102
H21 -3.7029 -2.7902 -0.6576  0.099
H22 -4.6189 -1.9956 1.5227  0.091
H23 -3.1871 -0.6322 3.0522  0.098
H24 -0.8340 -0.1235 2.4171  0.106

Calculated values
Highest occupied orbital energy (spin up / spin down), eV: -6.65 / -6.54
Spin multiplicity: 4
HOMO-LUMO gap (spin up / spin down), Eh: 0.2152 / 0.2101
Molar mass, Da: 540.3
Calculated total energy, Eh: -2773.59818
Expectation value of S²: 3.76



Computed, not measured: a cluster of 2 separate species, H3N3 in total at a distorted geometry, with ωB97M-V with the def2-TZVPD basis set.

Last column: Löwdin charge in e.
Positions of all 6 atoms, in Å:
N1 -0.5263 -0.9020 0.0417  -0.077
N2 -1.0626 0.4214 -0.2177  -0.059
N3 -0.3444 0.1167 0.9011  -0.055
H1 -1.2493 -1.5870 0.3964  0.118
H2 -0.6651 0.8509 -0.9288  0.004
H3 1.5562 1.3616 0.2866  0.070

Calculated values
Highest occupied orbital energy (spin up / spin down), eV: -10.24 / -9.30
HOMO-LUMO gap (spin up / spin down), Eh: 0.3772 / 0.3421
Molar mass, Da: 45.0
Calculated total energy, Eh: -165.78707



Computed, not measured: a cluster of 5 separate species, C3H11N2O in total at a distorted geometry, with ωB97M-V with the def2-TZVPD basis set.

Last column: Löwdin charge in e.
Positions of all 17 atoms, in Å:
C1 4.3122 0.1155 0.1205  0.192
O1 3.5828 -0.1497 -1.1002  -0.069
C2 5.6786 -0.3178 0.1412  -0.042
H1 -6.1876 6.1817 10.0541  0.000
H2 -6.0551 6.6773 9.5744  0.000
H3 4.2064 -1.2361 -1.7366  0.393
H4 5.7773 -1.4791 0.2269  0.156
H5 6.0661 -0.2805 -1.3109  0.290
H6 6.2102 0.2897 0.8380  0.079
N1 -2.7494 -1.2181 -3.2513  0.133
C3 -2.9096 -1.6981 -2.0250  -0.152
N2 -3.0278 -0.9500 -0.9213  0.185
H7 -2.8650 -0.1567 -3.5318  0.198
H8 -2.6082 -1.8038 -4.1517  0.187
H9 -3.0511 -2.7868 -2.1003  0.171
H10 -3.2997 -1.2553 -0.0152  0.126
H11 -3.0803 0.0677 -0.8109  0.153

Calculated values
Highest occupied orbital energy (spin up / spin down), eV: -16.59 / -16.59
Spin multiplicity: 2
HOMO-LUMO gap (spin up / spin down), Eh: 0.2608 / 0.2076
Total charge: +2
Molar mass, Da: 91.1
Calculated total energy, Eh: -304.71889
Expectation value of S²: 0.76



Computed, not measured: a cluster of 2 separate species, CI3OP in total at a distorted geometry, with ωB97M-V with the def2-TZVPD basis set.

Last column: Löwdin charge in e.
Positions of all 6 atoms, in Å:
C1 -2.1332 -0.8387 -0.3011  -1.158
O1 1.6404 0.4770 1.6903  -0.596
P1 2.7297 1.0330 0.9293  0.396
I1 3.5732 -0.6171 -0.7400  0.191
I2 -4.1461 -1.1895 -0.8059  0.581
I3 -1.6641 1.1353 -0.7726  0.587

Calculated values
Highest occupied orbital energy, eV: -9.05
HOMO-LUMO gap, Eh: 0.2737
Molar mass, Da: 439.7
Calculated total energy, Eh: -1347.67838



Computed, not measured: a structure of composition C42H36N7PPbSSe2, with ωB97M-V with the def2-TZVPD basis set.

Last column: Löwdin charge in e.
Positions of all 90 atoms, in Å:
Pb1 0.2303 -0.2962 -0.7093  0.846
N1 -4.1563 2.1049 1.9117  0.113
C1 -3.1043 1.3967 1.4293  -0.162
N2 -2.3641 1.7525 0.4443  0.135
C2 -2.6405 2.9571 -0.2055  -0.292
N3 -1.8339 3.4757 -1.0436  0.066
N4 -0.7200 2.8229 -1.4380  0.024
C3 0.3854 3.3397 -1.0935  -0.155
C4 1.6831 2.8176 -1.5681  -0.318
C5 2.7787 3.6747 -1.5436  -0.024
C6 3.9855 3.2466 -2.0648  -0.053
C7 4.0634 1.9748 -2.6023  -0.041
C8 2.9434 1.1622 -2.5336  -0.127
N5 1.7820 1.5532 -2.0084  0.033
C9 -3.8813 3.6783 0.1342  -0.089
C10 -4.3366 4.7898 -0.5698  -0.019
C11 -5.4770 5.4582 -0.1684  -0.081
C12 -6.1746 5.0298 0.9589  -0.081
C13 -5.7403 3.9291 1.6699  -0.023
C14 -4.6025 3.2459 1.2478  -0.185
H1 -4.6508 1.7792 2.7234  0.148
H2 -2.8861 0.4611 1.9366  0.085
H3 0.4195 4.2112 -0.4391  0.125
H4 2.6639 4.6660 -1.1232  0.115
H5 4.8525 3.8949 -2.0593  0.110
H6 4.9797 1.6086 -3.0436  0.108
H7 2.9844 0.1466 -2.8991  0.082
H8 -3.7682 5.1201 -1.4297  0.111
H9 -5.8247 6.3176 -0.7255  0.102
H10 -7.0665 5.5531 1.2786  0.105
H11 -6.2738 3.5861 2.5501  0.112
C15 -1.8486 0.2146 -3.5375  -0.043
C16 -0.6889 -0.6075 -4.0307  -0.326
C17 -0.5992 -0.8965 -5.4133  -0.018
C18 0.4315 -1.6556 -5.8705  -0.002
C19 1.3934 -2.1630 -4.9656  -0.165
C20 2.4407 -3.0007 -5.3961  -0.050
C21 3.3269 -3.4938 -4.4786  -0.078
C22 3.2154 -3.1440 -3.1259  -0.120
C23 2.2267 -2.2966 -2.6542  -0.619
S1 2.2832 -1.8743 -0.9521  0.524
C24 1.2614 -1.8111 -3.5965  -0.249
N6 0.2128 -1.0321 -3.1769  0.022
H12 -2.7832 -0.1540 -3.9640  0.084
H13 -1.7262 1.2551 -3.8471  0.088
H14 -1.9225 0.2073 -2.4514  0.017
H15 -1.3576 -0.5142 -6.0853  0.115
H16 0.5351 -1.8941 -6.9231  0.119
H17 2.5257 -3.2478 -6.4485  0.109
H18 4.1372 -4.1390 -4.7962  0.105
H19 3.9229 -3.5366 -2.4055  0.099
Se1 1.4744 1.4344 1.5670  0.240
P1 0.6407 0.0512 2.9993  0.125
Se2 -0.6089 -1.5096 2.2066  0.224
C25 2.0093 -0.6837 3.9617  -0.391
C26 2.9472 0.1782 4.5297  -0.106
C27 3.9966 -0.3334 5.2754  -0.082
C28 4.1163 -1.7066 5.4561  -0.090
C29 3.1879 -2.5640 4.8865  -0.082
C30 2.1336 -2.0547 4.1360  -0.107
C31 -0.2881 0.9790 4.2756  -0.396
C32 -1.2813 0.3407 5.0135  -0.118
C33 -1.9471 1.0242 6.0216  -0.089
C34 -1.6251 2.3463 6.2975  -0.093
C35 -0.6447 2.9888 5.5541  -0.082
C36 0.0207 2.3091 4.5434  -0.117
H20 2.8592 1.2461 4.3693  0.087
H21 4.7274 0.3386 5.7092  0.102
H22 4.9425 -2.1052 6.0328  0.101
H23 3.2826 -3.6352 5.0206  0.102
H24 1.4111 -2.7190 3.6786  0.049
H25 -1.5338 -0.6882 4.7894  0.063
H26 -2.7186 0.5213 6.5921  0.100
H27 -2.1433 2.8791 7.0851  0.100
H28 -0.4034 4.0239 5.7619  0.102
H29 0.7707 2.8119 3.9445  0.058
N7 -1.1678 -2.8466 -1.0481  0.037
C37 -0.4769 -4.0292 -1.3867  -0.338
C38 -0.4893 -4.4945 -2.6980  -0.053
C39 0.2272 -5.6310 -3.0451  -0.094
C40 0.9665 -6.3102 -2.0887  -0.105
C41 0.9792 -5.8427 -0.7787  -0.084
C42 0.2641 -4.7113 -0.4252  -0.057
H30 -1.8862 -2.6105 -1.7167  0.087
H31 -1.5128 -2.8455 -0.0986  0.023
H32 -1.0515 -3.9574 -3.4570  0.110
H33 0.2070 -5.9823 -4.0699  0.102
H34 1.5294 -7.1954 -2.3569  0.096
H35 1.5615 -6.3601 -0.0257  0.103
H36 0.2867 -4.3306 0.5904  0.096

Calculated values
Highest occupied orbital energy, eV: -7.11
HOMO-LUMO gap, Eh: 0.2673
Molar mass, Da: 1067.0
Calculated total energy, Eh: -7740.78441



Computed, not measured: a structure of composition C35H38AgN3P2S, with ωB97M-V with the def2-TZVPD basis set.

Last column: Löwdin charge in e.
Positions of all 80 atoms, in Å:
Ag1 1.2377 -0.2559 -0.6489  0.521
C1 0.9819 -2.4790 1.6671  -0.304
P1 -0.3287 -1.5968 0.7413  1.000
C2 -1.5395 -2.8731 0.2467  -0.355
C3 -1.4911 -4.1965 0.6734  -0.080
C4 -2.4587 -5.1049 0.2625  -0.079
C5 -3.4925 -4.6988 -0.5665  -0.086
C6 -3.5529 -3.3791 -0.9950  -0.096
C7 -2.5761 -2.4785 -0.6005  -0.122
C8 -1.2541 -0.6679 2.0088  -0.352
C9 -1.3996 -1.1138 3.3206  -0.073
C10 -2.1498 -0.3814 4.2273  -0.091
C11 -2.7572 0.8050 3.8353  -0.089
C12 -2.6088 1.2601 2.5348  -0.077
C13 -1.8570 0.5259 1.6277  -0.109
C14 2.0021 -1.4706 2.1121  -0.442
C15 2.6579 -1.3699 3.3267  -0.080
C16 3.5430 -0.2737 3.1979  -0.090
C17 3.3595 0.2297 1.9199  -0.433
C18 3.9728 1.4431 1.3122  -0.299
P2 3.0039 3.0414 1.3188  1.062
C19 2.1588 3.0093 2.9364  -0.397
C20 2.4110 4.0580 3.8173  -0.117
C21 1.8203 4.0904 5.0745  -0.096
C22 0.9672 3.0677 5.4585  -0.087
C23 0.7072 2.0155 4.5884  -0.065
C24 1.2987 1.9827 3.3362  -0.089
C25 1.6014 2.7131 0.1787  -0.387
C26 1.8402 2.1688 -1.0954  -0.186
C27 0.8124 2.0573 -2.0308  -0.143
C28 -0.4640 2.5304 -1.7280  -0.112
C29 -0.6990 3.0965 -0.4875  -0.105
C30 0.3173 3.1736 0.4584  -0.098
N1 2.4254 -0.4992 1.2531  -0.024
H1 1.3991 -3.2159 0.9693  0.088
H2 0.5927 -3.0262 2.5279  0.073
H3 -0.6949 -4.5320 1.3254  0.096
H4 -2.4052 -6.1326 0.5980  0.105
H5 -4.2498 -5.4066 -0.8776  0.103
H6 -4.3620 -3.0525 -1.6362  0.102
H7 -2.6288 -1.4463 -0.9335  0.092
H8 -0.9254 -2.0315 3.6424  0.102
H9 -2.2551 -0.7332 5.2458  0.106
H10 -3.3343 1.3790 4.5489  0.104
H11 -3.0668 2.1921 2.2279  0.103
H12 -1.7153 0.8917 0.6175  0.073
H13 2.5330 -2.0189 4.1811  0.087
H14 4.2134 0.1191 3.9480  0.094
H15 4.2617 1.2683 0.2710  0.065
H16 4.8955 1.6972 1.8388  0.073
H17 3.0767 4.8573 3.5127  0.088
H18 2.0270 4.9119 5.7487  0.097
H19 0.5055 3.0871 6.4382  0.099
H20 0.0511 1.2079 4.8851  0.090
H21 1.0964 1.1509 2.6708  0.092
H22 2.8471 1.8924 -1.3871  0.091
H23 1.0297 1.6721 -3.0201  0.084
H24 -1.2538 2.4760 -2.4673  0.096
H25 -1.6834 3.4793 -0.2451  0.106
H26 0.1064 3.6061 1.4283  0.106
C31 0.0540 0.6141 -6.9933  -0.079
C32 0.4176 -0.6785 -6.2837  -0.230
N2 1.2043 -0.4417 -5.0746  -0.003
C33 1.0070 -0.9833 -3.8573  -0.868
S1 2.3323 -1.2192 -2.8315  0.617
N3 -0.2409 -1.3399 -3.4896  0.006
C34 -1.4566 -0.5760 -3.7854  -0.242
C35 -2.5958 -1.4644 -4.2489  -0.070
H27 -0.4951 0.4022 -7.9109  0.078
H28 0.9498 1.1758 -7.2611  0.076
H29 -0.5624 1.2561 -6.3627  0.067
H30 1.0044 -1.3185 -6.9477  0.123
H31 -0.4678 -1.2478 -6.0136  0.092
H32 2.1714 -0.1930 -5.2203  0.115
H33 -0.2503 -1.7800 -2.5784  0.082
H34 -1.2199 0.1894 -4.5213  0.095
H35 -1.7368 -0.0414 -2.8723  0.101
H36 -2.3683 -1.9507 -5.1985  0.070
H37 -3.5069 -0.8777 -4.3734  0.083
H38 -2.7902 -2.2478 -3.5163  0.055

Calculated values
Highest occupied orbital energy, eV: -6.32
HOMO-LUMO gap, Eh: 0.2459
Molar mass, Da: 702.6
Calculated total energy, Eh: -2748.68112



Question: What is the molar mass in the second record?
Answer: 45.0 Da



Question: Which formula does entry 6 have?
Answer: C35H38AgN3P2S



Question: calculated total energy of number 2 (H3N3)?
Answer: -165.78707 Eh